No. 1
Density functional theory data (wB97M-V/def2-TZVPD) for C3H9N3O as an isolated structure.

Cartesian coordinates (Å):
C  0.74  0.53  -0.70
C  -1.39  -0.61  -0.49
N  -0.15  -0.19  0.13
N  -0.88  1.64  2.31
C  1.34  -0.90  -0.91
O  -0.60  1.35  1.04
N  2.56  -1.09  -0.60
H  -1.80  1.30  2.61
H  -0.10  1.52  2.95
H  0.31  0.98  -1.61
H  1.44  1.14  -0.16
H  2.98  -1.88  -1.10
H  0.77  -1.59  -1.55
H  -2.23  -0.23  0.10
H  -1.44  -1.70  -0.50
H  -1.55  -0.28  -1.53

Calculated values
- HOMO-LUMO gap (spin up / spin down) (eV) = 8.124 / 8.409
- energy above the lowest of the compared OMol25 structures with the same formula, charge and spin (kJ/mol) = 691.7
- E (hartree) = -358.9810

Charges obtained by Mulliken population analysis, quoted in units of e:
1. C -0.585
2. C -0.796
3. N -0.103
4. N -0.292
5. C 0.240
6. O -0.336
7. N -0.656
8. H 0.223
9. H 0.229
10. H 0.304
11. H 0.237
12. H 0.263
13. H 0.358
14. H 0.270
15. H 0.358
16. H 0.287

---

No. 2
Density functional theory data (wB97M-V/def2-TZVPD) for a 2-piece molecular cluster, C5H6NO2 overall.

Cartesian coordinates (Å):
C  -0.73  -1.68  -0.17
C  -0.31  -2.20  -1.34
C  -0.07  -0.02  -1.50
C  -0.42  -0.28  -0.22
C  0.81  1.51  1.56
N  -0.62  1.44  1.26
O  -0.87  2.48  0.59
O  0.15  -1.24  -2.20
H  -1.20  -2.09  0.70
H  -0.39  -3.31  -1.63
H  0.13  0.77  -2.17
H  0.96  2.42  2.09
H  1.18  0.67  2.32
H  1.39  1.54  0.72

Calculated values
- HOMO-LUMO gap (spin up / spin down) (eV) = 6.563 / 6.565
- net charge = -1
- energy above the lowest of the compared OMol25 structures with the same formula, charge and spin (kJ/mol) = 456.9
- E (hartree) = -399.1797

Charges obtained by Mulliken population analysis, quoted in units of e:
1. C -0.540
2. C -0.349
3. C -0.197
4. C -0.151
5. C -0.802
6. N -0.051
7. O -0.534
8. O -0.363
9. H 0.379
10. H 0.258
11. H 0.429
12. H 0.353
13. H 0.214
14. H 0.354

---

No. 3
Density functional theory data (wB97M-V/def2-TZVPD) for one molecule with the formula C6H7NS.

Cartesian coordinates (Å):
C  -0.35  -1.04  -1.41
C  -0.79  -0.21  -0.29
C  -2.09  -0.56  0.30
N  -3.06  -0.82  0.85
C  0.45  -0.27  1.00
C  1.30  0.87  0.86
C  0.95  1.88  0.08
S  -0.62  1.61  -0.64
H  -1.00  -0.89  -2.31
H  -0.39  -2.16  -1.21
H  0.67  -0.62  -1.81
H  1.22  -1.12  0.93
H  0.11  -0.32  2.02
H  2.16  0.82  1.50
H  1.42  2.82  0.13

Calculated values
- HOMO-LUMO gap (eV) = 9.227
- energy above the lowest of the compared OMol25 structures with the same formula, charge and spin (kJ/mol) = 202.7
- E (hartree) = -685.6927

Charges obtained by Mulliken population analysis, quoted in units of e:
1. C -1.274
2. C 0.926
3. C 0.018
4. N -0.457
5. C -0.760
6. C -0.387
7. C -0.345
8. S -0.168
9. H 0.368
10. H 0.314
11. H 0.307
12. H 0.255
13. H 0.380
14. H 0.374
15. H 0.448

---

No. 4
Density functional theory data (wB97M-V/def2-TZVPD) for C27H34AsHfN6O3 as an isolated structure.

Cartesian coordinates (Å):
Hf  -0.42  -0.19  -0.34
C  1.71  0.31  -2.96
N  0.37  0.89  -2.61
C  -0.65  0.47  -3.55
C  -1.40  -0.88  -3.40
C  -0.57  -2.17  -3.09
N  0.10  -1.93  -1.80
C  0.97  -2.81  -1.50
C  1.74  -2.92  -0.26
C  2.57  -4.23  -0.08
C  3.87  -4.04  0.55
C  4.25  -2.83  0.94
C  3.51  -1.56  0.76
C  2.36  -1.54  0.17
O  1.63  -0.43  -0.01
C  0.49  2.37  -2.74
C  1.66  3.01  -1.99
C  1.72  2.60  -0.41
N  0.37  2.21  -0.01
C  -0.42  3.11  0.45
C  -1.79  2.91  0.75
C  -2.49  3.84  1.58
C  -3.87  3.69  1.77
C  -4.61  2.74  1.11
C  -3.93  1.88  0.30
C  -2.56  1.97  0.11
O  -2.02  1.07  -0.72
H  2.08  0.73  -3.91
H  1.53  -0.74  -3.17
H  2.46  0.41  -2.20
H  -0.21  0.56  -4.57
H  -1.44  1.24  -3.59
H  -2.08  -1.03  -4.27
H  -2.13  -0.76  -2.59
H  0.09  -2.50  -3.86
H  -1.23  -3.02  -2.92
H  1.10  -3.58  -2.26
H  2.62  -4.87  -0.94
H  4.52  -4.92  0.70
H  5.24  -2.74  1.45
H  3.93  -0.56  1.05
H  -0.46  2.82  -2.46
H  0.60  2.68  -3.79
H  1.54  4.12  -2.09
H  2.61  2.75  -2.52
H  2.15  3.41  0.19
H  2.35  1.71  -0.26
H  0.12  4.05  0.74
H  -1.91  4.55  2.17
H  -4.28  4.48  2.41
H  -5.70  2.64  1.25
H  -4.46  1.00  -0.14
O  -1.96  -1.53  0.59
N  -0.83  -2.10  0.70
C  -0.49  -3.26  1.24
C  0.87  -3.65  0.78
N  1.50  -4.74  0.80
C  -1.44  -4.05  1.93
N  -2.20  -4.52  2.65
C  0.37  -1.21  3.50
As  -0.57  0.33  2.51
C  -2.38  0.30  3.13
C  0.39  1.76  3.43
H  0.32  -1.03  4.56
H  1.37  -1.22  3.11
H  -0.10  -2.10  3.25
H  -2.51  0.34  4.21
H  -2.76  -0.69  2.76
H  -2.87  1.12  2.63
H  0.24  1.71  4.54
H  -0.03  2.74  3.16
H  1.44  1.81  3.07

Calculated values
- HOMO-LUMO gap (eV) = 7.446
- net charge = +1
- energy above the lowest of the compared OMol25 structures with the same formula, charge and spin (kJ/mol) = 198.4
- E (hartree) = -3887.0829

Charges obtained by Mulliken population analysis, quoted in units of e:
1. Hf 1.480
2. C -1.440
3. N 1.002
4. C -1.025
5. C -0.701
6. C -1.286
7. N -0.152
8. C -1.046
9. C 1.720
10. C 0.063
11. C -1.319
12. C -0.315
13. C 0.109
14. C -1.268
15. O 0.533
16. C -1.408
17. C -0.824
18. C -0.814
19. N 0.356
20. C -0.600
21. C 0.523
22. C -0.946
23. C -0.708
24. C -0.673
25. C -0.329
26. C 0.415
27. O -0.539
28. H 0.398
29. H 0.504
30. H 0.310
31. H 0.604
32. H 0.444
33. H 0.527
34. H 0.160
35. H 0.615
36. H 0.531
37. H 0.443
38. H 0.513
39. H 0.394
40. H 0.387
41. H 0.250
42. H 0.415
43. H 0.596
44. H 0.377
45. H 0.381
46. H 0.776
47. H -0.179
48. H 0.396
49. H 0.426
50. H 0.375
51. H 0.408
52. H 0.290
53. O -0.854
54. N 1.079
55. C -0.546
56. C 0.834
57. N -0.902
58. C -0.011
59. N -0.495
60. C -1.137
61. As 0.868
62. C -0.858
63. C -1.085
64. H 0.498
65. H 0.295
66. H 0.290
67. H 0.488
68. H 0.271
69. H 0.113
70. H 0.443
71. H 0.246
72. H 0.313